# 1
The following is a quantum chemistry calculation of a 11-piece molecular cluster, C29H83N3O14 overall in a non-equilibrium geometry, from the OMol25 dataset.

Positions of all 129 atoms, in Å:
C (-2.3815, -6.6011, 4.4648)
O (-1.8190, -5.5623, 5.2889)
C (-0.9172, -6.0093, 6.3370)
C (0.3438, -6.6028, 5.7062)
N (1.0170, -5.7543, 4.6679)
C (1.7664, -6.5542, 3.7451)
C (2.6206, -5.7408, 2.7175)
O (2.0264, -5.1672, 1.6193)
C (1.5369, -6.1918, 0.6946)
H (-2.0060, -6.5886, 3.4416)
H (-3.4598, -6.5019, 4.3406)
H (-2.1860, -7.6079, 4.8338)
H (-1.3772, -6.7471, 6.9944)
H (-0.6759, -5.1529, 6.9666)
H (0.0280, -7.5931, 5.3782)
H (1.0066, -6.7922, 6.5504)
H (0.2672, -5.2775, 4.1879)
H (1.1208, -7.3409, 3.3550)
H (2.5412, -6.9827, 4.3808)
H (3.3481, -6.4729, 2.3671)
H (3.3593, -5.0669, 3.1514)
H (1.6171, -5.8626, -0.3414)
H (0.4771, -6.2036, 0.9491)
H (2.0302, -7.1638, 0.6896)
C (-0.0139, 2.8066, -2.4210)
O (1.2489, 3.0702, -3.1505)
C (1.3911, 2.4699, -4.3896)
C (1.1692, 3.4327, -5.5370)
N (1.4984, 2.9675, -6.9053)
C (0.4401, 2.0846, -7.3761)
C (0.7727, 1.5345, -8.7268)
O (1.0589, 2.3836, -9.8035)
C (-0.0356, 3.0860, -10.3923)
H (0.2480, 1.9420, -1.8111)
H (-0.8262, 2.6437, -3.1294)
H (-0.1568, 3.6836, -1.7897)
H (0.8079, 1.5496, -4.4219)
H (2.4219, 2.1170, -4.4202)
H (1.9230, 4.1602, -5.2361)
H (0.1839, 3.8946, -5.4734)
H (1.5724, 3.6849, -7.6123)
H (-0.4598, 2.6954, -7.4477)
H (0.2537, 1.2993, -6.6434)
H (-0.0313, 0.8612, -9.0240)
H (1.5511, 0.7733, -8.6745)
H (-0.1109, 4.1383, -10.1180)
H (-0.9941, 2.5949, -10.2247)
H (0.2205, 3.0615, -11.4515)
C (-0.6495, 6.9879, 4.6542)
O (-1.0338, 7.9597, 3.6843)
C (-0.1009, 8.2498, 2.6864)
C (0.1814, 7.1037, 1.7414)
N (-1.1495, 6.6790, 1.1316)
C (-1.1571, 5.3630, 0.5251)
C (-0.8242, 4.1343, 1.4377)
O (0.5841, 4.1221, 1.7028)
C (0.9274, 3.3225, 2.7957)
H (-0.6207, 5.9545, 4.3088)
H (-1.4183, 6.9630, 5.4265)
H (0.3241, 7.2579, 5.0634)
H (0.8559, 8.5622, 3.1046)
H (-0.4761, 9.0802, 2.0882)
H (0.6689, 6.3095, 2.3069)
H (0.8905, 7.4727, 1.0004)
H (-1.9691, 6.8216, 1.7044)
H (-0.5582, 5.3752, -0.3855)
H (-2.1737, 5.2502, 0.1483)
H (-1.0327, 3.1908, 0.9333)
H (-1.4591, 4.2927, 2.3094)
H (0.5588, 3.7756, 3.7160)
H (2.0130, 3.2514, 2.8636)
H (0.5100, 2.3459, 2.5505)
C (-3.3718, -1.2512, -2.5653)
C (-2.4134, -2.3214, -2.7785)
O (-1.8580, -2.1760, -4.0262)
H (-2.8811, -0.2810, -2.4877)
H (-3.9787, -1.3631, -1.6668)
H (-4.0462, -1.0796, -3.4043)
H (-2.8394, -3.3122, -2.6205)
H (-1.5888, -2.4261, -2.0734)
H (-1.0081, -2.6115, -4.1244)
C (-0.2129, -0.5024, 0.3624)
C (0.5347, -1.5545, 1.1983)
O (1.4328, -2.4563, 0.6994)
H (-1.2837, -0.6089, 0.5358)
H (-0.2748, -0.8135, -0.6804)
H (0.1804, 0.5133, 0.3195)
H (-0.1972, -2.0329, 1.8491)
H (1.2479, -1.0672, 1.8631)
H (1.3658, -3.2537, 1.2297)
C (-5.1911, 1.4390, -0.1923)
C (-3.8498, 2.0480, 0.2743)
O (-3.8160, 1.9309, 1.6891)
H (-5.2092, 0.3536, -0.0932)
H (-5.3987, 1.7040, -1.2290)
H (-6.0396, 1.8280, 0.3705)
H (-3.7210, 3.0531, -0.1273)
H (-2.9576, 1.6279, -0.1899)
H (-3.9379, 0.9895, 1.8322)
C (2.8999, 1.9719, 0.0843)
O (3.2780, 1.3877, 1.2828)
H (2.6013, 3.0102, 0.2287)
H (3.6171, 1.9308, -0.7355)
H (1.9864, 1.5285, -0.3117)
H (3.6782, 0.5499, 1.0389)
C (4.5875, -2.2183, 1.1045)
O (4.2071, -1.0900, 0.3333)
H (3.8662, -2.4610, 1.8849)
H (4.8083, -3.0878, 0.4854)
H (5.4864, -1.9831, 1.6744)
H (3.6307, -1.4367, -0.3517)
C (0.8739, -3.8617, -2.8820)
O (0.7679, -3.0909, -4.1068)
H (1.4010, -4.7241, -3.2902)
H (1.3260, -3.2706, -2.0856)
H (-0.0512, -4.1895, -2.4079)
H (1.6813, -2.8558, -4.2858)
C (2.4850, 0.4753, 4.7041)
O (1.7562, 1.3587, 5.4929)
H (1.8636, 0.0785, 3.9012)
H (3.2349, 1.0708, 4.1834)
H (2.9186, -0.2438, 5.3991)
H (2.2649, 2.1210, 5.7788)
C (-3.4790, -3.3270, 0.5715)
O (-3.4218, -2.0771, 1.1698)
H (-3.0776, -4.0882, 1.2406)
H (-4.5163, -3.6145, 0.3999)
H (-2.8242, -3.3302, -0.2999)
H (-3.8450, -2.1312, 2.0298)

The gap between HOMO and LUMO comes out at 8.3271 eV. The value obtained for the HOMO energy is -0.2988 Eh. The total charge is 0. As for the SMILES: COCCNCCOC.COCCNCCOC.COCCNCCOC.CCO.CCO.CCO.CO.CO.CO.CO.CO.

Atom charges from the Löwdin analysis, given in e for atoms 1 to 2: -0.1029, -0.2019

# 2
The following is a quantum chemistry calculation of a 11-piece molecular cluster, C29H86N6O11 overall in a non-equilibrium geometry, from the OMol25 dataset.

Positions of all 132 atoms, in Å:
C (2.7159, -2.1178, -1.4432)
O (2.6877, -3.3147, -0.6308)
C (3.5569, -3.2353, 0.4834)
C (4.0782, -4.5207, 0.9540)
C (2.9527, -5.6160, 1.1170)
N (4.8491, -4.3005, 2.1593)
H (2.5435, -1.2788, -0.7793)
H (1.9128, -2.2892, -2.1253)
H (3.6570, -2.0416, -1.9798)
H (4.3498, -2.5657, 0.1977)
H (3.0232, -2.6699, 1.3085)
H (4.7432, -4.9552, 0.2602)
H (3.3772, -6.5718, 1.4368)
H (2.3891, -5.8367, 0.1988)
H (2.2330, -5.2494, 1.8482)
H (5.5362, -5.0280, 2.2177)
H (4.2880, -4.3496, 2.9823)
C (5.7940, 5.6044, -1.2860)
O (4.3877, 5.6984, -1.2774)
C (3.6982, 4.9231, -0.3107)
C (2.2157, 5.2008, -0.5618)
C (1.3959, 4.4217, 0.4410)
N (1.8470, 4.6533, -1.9021)
H (6.1161, 4.5957, -1.4581)
H (6.1224, 5.7602, -0.2618)
H (6.2478, 6.3518, -2.0091)
H (3.8546, 3.8497, -0.4264)
H (4.0433, 5.2515, 0.6915)
H (2.0420, 6.2783, -0.4152)
H (1.5805, 4.7816, 1.4766)
H (1.6809, 3.3744, 0.4169)
H (0.3744, 4.6153, 0.2040)
H (2.3641, 5.0806, -2.6847)
H (0.8714, 4.8810, -2.0823)
C (-1.8865, -2.3644, -1.5466)
O (-1.9966, -3.7906, -1.5438)
C (-0.8072, -4.4829, -1.6925)
C (-1.0381, -6.0007, -1.6183)
C (-1.3434, -6.5880, -0.1688)
N (0.0929, -6.8068, -2.0988)
H (-2.8699, -2.0571, -1.1713)
H (-1.6315, -1.8155, -2.5093)
H (-1.1461, -2.0791, -0.8164)
H (-0.3276, -4.2667, -2.6416)
H (-0.1490, -4.2444, -0.8574)
H (-1.8693, -6.2434, -2.2935)
H (-0.4392, -6.6388, 0.4192)
H (-1.7356, -7.6054, -0.3313)
H (-2.1133, -5.9839, 0.4108)
H (0.0128, -6.8840, -3.1084)
H (0.9913, -6.4170, -1.8118)
C (-2.6472, -3.7476, 5.5173)
O (-1.8720, -3.0088, 4.5751)
C (-2.6138, -2.6164, 3.4828)
C (-1.6776, -2.0623, 2.4217)
C (-0.5662, -3.0133, 1.9765)
N (-0.9807, -0.8768, 3.0085)
H (-3.3403, -4.4323, 4.9859)
H (-3.1383, -3.0091, 6.1566)
H (-1.9431, -4.3144, 6.0686)
H (-3.1163, -3.5055, 3.1551)
H (-3.3567, -1.8528, 3.7576)
H (-2.3863, -1.6799, 1.6716)
H (-0.2665, -3.5504, 2.8758)
H (0.2308, -2.4798, 1.5174)
H (-1.0579, -3.7606, 1.3086)
H (-1.6436, -0.2908, 3.5118)
H (-0.3439, -1.1808, 3.7099)
C (-6.1844, 2.2121, 1.2209)
O (-4.8202, 2.4486, 1.2967)
C (-4.1791, 3.0308, 0.1863)
C (-4.4456, 2.3211, -1.1151)
C (-4.1696, 0.8402, -1.0181)
N (-3.6251, 3.0483, -2.1053)
H (-6.3619, 1.4084, 0.4566)
H (-6.7606, 3.0654, 0.8314)
H (-6.5701, 1.9041, 2.1864)
H (-4.4835, 4.0673, 0.1634)
H (-3.1101, 2.8819, 0.4774)
H (-5.4825, 2.5026, -1.3147)
H (-4.3557, 0.2742, -1.9674)
H (-4.8066, 0.5463, -0.2239)
H (-3.1788, 0.7138, -0.5887)
H (-3.5157, 2.4682, -2.9108)
H (-4.1859, 3.8211, -2.4265)
C (-3.2899, 2.0687, -5.9935)
O (-2.7210, 1.9015, -4.7859)
C (-2.1277, 0.6435, -4.6460)
C (-1.0472, 0.7059, -3.6461)
C (-0.2745, 2.0004, -3.7100)
N (-0.2481, -0.4968, -3.7741)
H (-4.0196, 1.2692, -6.2124)
H (-2.5176, 2.0279, -6.7882)
H (-3.7931, 3.0489, -5.9495)
H (-2.8422, -0.1717, -4.4519)
H (-1.6581, 0.4216, -5.5811)
H (-1.4657, 0.6280, -2.5959)
H (0.0769, 2.2195, -4.7508)
H (0.5355, 1.8748, -3.0493)
H (-1.0019, 2.7695, -3.3762)
H (0.0015, -0.6849, -4.7175)
H (0.6381, -0.4606, -3.2850)
C (4.2058, 1.6444, -2.0003)
O (2.7939, 1.7295, -1.7826)
H (4.5161, 1.4639, -3.0441)
H (4.6619, 2.5349, -1.6161)
H (4.5326, 0.8213, -1.4056)
H (2.4857, 2.5585, -2.1703)
C (-3.1302, 1.9575, 3.9203)
O (-2.9489, 0.8386, 4.7847)
H (-3.1269, 1.6402, 2.8992)
H (-4.1278, 2.4699, 4.0057)
H (-2.4061, 2.7754, 4.1035)
H (-2.7998, 1.1753, 5.6685)
C (1.9097, 3.2746, 4.2022)
O (2.5004, 4.5079, 4.5332)
H (0.8290, 3.2482, 4.3702)
H (2.1281, 2.9044, 3.1888)
H (2.3269, 2.4896, 4.8484)
H (2.0730, 5.1529, 3.9869)
C (-0.2024, 0.9460, 0.0230)
O (0.6314, 0.7377, 1.1312)
H (-0.3937, 2.0296, -0.0827)
H (0.2576, 0.6660, -0.8730)
H (-1.0967, 0.4294, 0.2006)
H (0.1377, 0.2122, 1.7900)
C (4.6085, 0.6458, 1.8213)
O (3.6045, 1.5775, 1.4590)
H (5.5185, 1.1275, 1.4602)
H (4.7179, 0.5543, 2.8736)
H (4.5065, -0.3847, 1.4830)
H (2.7231, 1.2212, 1.3051)

The gap between HOMO and LUMO comes out at 9.5849 eV. The value obtained for the HOMO energy is -0.3305 Eh. For the energy above the lowest of the compared OMol25 structures with the same formula, charge and spin, the calculation gives 1.703 eV. The total charge is 0. As for the SMILES: COC[C@H](C)N.COC[C@H](C)N.COC[C@H](C)N.COC[C@H](C)N.COC[C@H](C)N.COC[C@H](C)N.CO.CO.CO.CO.CO.

Atom charges from the Löwdin analysis, given in e for atoms 1 to 2: -0.0610, -0.2071